ORCA calculation (ωB97M-V with the def2-TZVPD basis set) on a structure of composition C14H18Cl5N5O3Pd in a non-equilibrium geometry.

XYZ file:
```
46
C14H18Cl5N5O3Pd ωB97M-V with the def2-TZVPD basis set
Pd -0.79260 0.06346 0.49738
Cl -3.67666 -4.50061 1.41776
Cl -3.92242 -5.30996 -1.59905
Cl -2.58878 -3.54608 -3.79274
Cl -1.00511 -0.97314 -2.94532
Cl -2.06851 -1.87452 2.13476
O -1.79385 1.34113 2.34338
O -1.94250 1.91058 4.57103
O 0.72153 -0.44281 2.54718
N -1.52714 3.11058 -2.67235
N 2.36969 0.76625 -2.47404
N -1.46066 1.76895 -0.77780
N 1.10689 0.55216 -0.51591
N 0.28804 1.75140 -2.34449
C 0.70169 0.12683 3.72844
C 3.50927 0.08065 -1.88122
C -2.45202 -3.11921 -2.14628
C 1.53161 1.35038 3.80300
C 0.55269 -0.79820 4.87552
C -2.24243 -2.41534 0.50446
C 2.48184 1.20130 -3.86164
C -0.93646 2.19602 -1.87642
C -1.75017 -1.97258 -1.76807
C -3.05406 -3.91566 -1.16142
C -1.72646 1.54341 3.49544
C -2.95348 -3.56261 0.19165
C 1.26535 0.98054 -1.73551
C -1.63060 -1.61364 -0.43770
H 1.26763 1.95404 4.66891
H 0.52596 2.09707 -3.25884
H 2.62428 2.28314 -3.94378
H 1.88215 0.02463 -0.14430
H -2.35941 2.17545 -0.55322
H 1.44383 1.94177 2.88913
H 3.34793 -0.99995 -1.84619
H 1.61390 0.89629 -4.44978
H 2.58434 1.06384 3.90740
H -2.42414 3.49127 -2.42878
H -0.19222 -1.57400 4.68134
H 0.27164 -0.25800 5.77711
H 1.50807 -1.29836 5.07556
H -1.10614 3.44894 -3.52007
H 0.55517 -1.39668 2.68479
H 3.34873 0.72794 -4.31183
H 3.70735 0.44481 -0.87257
H 4.39625 0.27853 -2.47495
```

Its total charge is +2. Its calculated total energy is -94478.35349 eV. Its lowest unoccupied orbital energy is -0.3212 hartree. The value obtained for the gap between HOMO and LUMO is 0.185 hartree. Its energy above the lowest of the compared OMol25 structures with the same formula, charge and spin is 264.4 kJ/mol. The HOMO energy comes out at -0.5059 hartree.

---

ORCA calculation (ωB97M-V with the def2-TZVPD basis set) on a cluster of 3 separate species, C23H57NO5P3S in total.

XYZ file:
```
90
C23H57NO5P3S ωB97M-V with the def2-TZVPD basis set
S -2.58709 2.72474 -2.95752
P 0.59824 -0.42108 -0.32238
P -2.20131 0.79717 -3.08633
P -2.59953 -1.99716 -1.96299
O -2.79080 -2.66421 -0.50988
O -1.90066 -2.88904 -2.90625
O -4.12532 -1.76125 -2.43408
O -0.42530 -0.62257 -1.81906
O -0.69932 0.71184 0.17163
N -4.20448 0.81041 -0.78195
C 1.57468 0.94242 -1.22523
C 1.32492 -3.58637 0.79778
C -3.05031 1.19301 0.03511
C 1.70789 3.08679 -2.55865
C 1.76573 -1.78323 -0.92068
C 2.37272 6.54224 1.67291
C 3.08903 8.08991 -0.25761
C 2.00237 7.19487 0.34189
C -1.92652 0.18981 -0.17345
C -1.77405 -0.35445 -1.65702
C -3.97725 -8.46098 2.97600
C -2.29048 -6.59904 2.51476
C 3.58767 -3.46361 -0.34634
C 2.45486 10.20450 1.02653
C -1.02613 -6.76156 -0.32178
C 3.56146 9.22475 0.65011
C -2.52237 -6.84552 -0.03987
C 0.98407 2.33534 -1.43751
C 2.37957 -2.65999 0.18101
C -2.50929 -8.08232 2.80824
C -2.94378 -6.09791 1.22557
C 1.00295 3.17682 -0.14956
C 3.58638 5.62207 1.58376
H -3.18992 0.12249 -3.81254
H 2.60218 3.59643 -2.18150
H -1.07016 0.53051 -3.86586
H -4.08836 -9.51931 3.21775
H -4.25237 -2.30688 -3.22778
H 3.79629 5.15796 2.54859
H -0.76851 -7.26762 -1.25266
H -0.22809 -1.44206 0.30316
H -1.96492 -8.34034 3.72077
H 1.77787 -4.40577 1.36451
H 0.68493 -3.99502 0.01013
H 4.51556 -3.17309 0.15158
H 0.07202 3.06846 0.40171
H 2.02953 2.41135 -3.35517
H -2.14143 -0.69092 0.43774
H -4.61465 1.61485 -1.23775
H -4.03227 -6.14227 1.32103
H 2.73484 -2.00701 0.98557
H -3.07114 -6.42644 -0.88756
H 0.67145 -3.03505 1.47371
H 1.12253 4.23852 -0.39262
H 4.00512 8.81071 1.56010
H 2.55362 7.31265 2.42969
H 3.72495 -3.31572 -1.41899
H -0.06122 2.23578 -1.73497
H -2.24450 -3.47307 -0.48480
H 2.83816 11.01653 1.64685
H 1.51545 5.96376 2.02556
H 1.65724 9.71262 1.58502
H 1.05680 3.84779 -2.99807
H 2.00876 10.64766 0.13303
H -2.69957 -5.03673 1.11343
H 3.95090 7.47842 -0.53751
H -2.67906 -6.01027 3.35197
H 2.50717 1.04062 -0.64875
H 4.36442 9.76727 0.14287
H 1.15889 -2.41918 -1.57475
H -4.43708 -7.88367 3.78155
H 1.83374 2.87343 0.49334
H -2.70742 2.18223 -0.25514
H 1.08193 7.77126 0.47149
H 3.41044 4.82259 0.86218
H -4.54758 -8.27083 2.06548
H 1.85443 0.53142 -2.19947
H 2.56974 -1.36541 -1.53287
H -2.82712 -7.89463 0.02735
H 3.45915 -4.53761 -0.18300
H 2.70956 8.51796 -1.19137
H -1.21694 -6.39732 2.48078
H -3.29300 1.22192 1.10185
H 1.31318 -0.22356 0.91830
H 1.76384 6.41056 -0.38107
H -2.06629 -8.68735 2.01200
H -0.71009 -5.72080 -0.41187
H -4.91898 0.33757 -0.24450
H -0.43653 -7.21557 0.47678
H 4.48392 6.16370 1.27760
```

Its total charge is -1. Its calculated total energy is -75208.85075 eV. Its lowest unoccupied orbital energy is 0.0957 hartree. The value obtained for the gap between HOMO and LUMO is 0.267 hartree. Its energy above the lowest of the compared OMol25 structures with the same formula, charge and spin is 0.0 kJ/mol. The HOMO energy comes out at -0.1716 hartree.

---

ORCA calculation (ωB97M-V with the def2-TZVPD basis set) on a structure of composition C6H7N4O in a non-equilibrium geometry.

XYZ file:
```
18
C6H7N4O ωB97M-V with the def2-TZVPD basis set
O -1.60394 1.62105 0.03151
N 0.13010 -1.56925 -0.02348
N 2.53016 2.04496 -0.01172
N 0.91934 0.49447 -0.02618
N 2.52172 -1.47519 0.02035
C 2.76251 -0.23930 0.01317
C 3.34084 0.96476 0.01458
C -0.18606 -0.24399 -0.03160
C 1.25608 1.78651 -0.03520
C -1.59949 0.22728 -0.02054
C 1.39436 -2.10840 -0.00075
H -2.09576 -0.21640 0.85864
H -2.50187 1.95703 0.13388
H -0.63421 -2.23754 -0.03364
H 1.44586 -3.18736 0.00083
H 0.55591 2.60752 -0.06068
H -2.09911 -0.15526 -0.92576
H 4.40640 1.13376 0.03276
```

Its total charge is +1. Its calculated total energy is -14334.28986 eV. Its lowest unoccupied orbital energy is -0.1642 hartree. The value obtained for the gap between HOMO and LUMO is 0.324 hartree. Its energy above the lowest of the compared OMol25 structures with the same formula, charge and spin is 0.0 kJ/mol. The HOMO energy comes out at -0.4883 hartree.

---

ORCA calculation (ωB97M-V with the def2-TZVPD basis set) on a structure of composition C19H21IN3NaO2S3SbTe in a non-equilibrium geometry.

XYZ file:
```
52
C19H21IN3NaO2S3SbTe ωB97M-V with the def2-TZVPD basis set
I -2.65932 -2.42060 -0.01557
Te -0.13268 -0.54754 -2.77166
Sb 3.21003 2.02082 1.01823
S 3.50813 0.77175 2.59746
S 0.83110 1.91588 1.31525
S 2.43556 0.20259 -0.34295
Na 0.00000 0.00000 0.00000
O -2.44420 2.84587 -1.34461
O -1.64663 0.95557 -0.29240
N -1.21938 -0.43918 1.70880
N -0.26513 2.33371 -1.43763
N 0.79431 1.50001 -1.10988
C 1.08416 -3.32978 -2.34596
C -1.10693 -1.93997 -5.32404
C -3.74761 2.50384 -0.87528
C 3.75830 -2.56882 -2.65958
C -0.24371 -0.94690 -4.84737
C -0.89133 0.31530 2.87693
C -2.97163 -1.54494 2.94978
C 3.43724 -3.90494 -2.39807
C 0.55060 -0.22207 -5.74315
C -1.49022 1.96265 -0.96495
C 1.40500 -1.99271 -2.60659
C 0.48027 -0.48933 -7.11435
C 2.10024 -4.28523 -2.24149
C -1.17667 -2.20660 -6.69533
C -2.18118 -1.31036 1.71413
C -1.57716 0.13886 4.01855
C -0.38336 -1.48134 -7.59043
C 2.74272 -1.61276 -2.76420
C -2.67742 -0.84572 4.05507
H -3.77214 2.49284 0.21901
H -3.77721 -2.27264 2.95940
H 4.79270 -2.27481 -2.78152
H -4.44592 3.26784 -1.22822
H 0.30548 -1.84862 0.07662
H 2.99427 -0.58000 -2.96810
H -1.84422 -2.97470 -7.06380
H -1.72100 -2.50381 -4.63390
H 1.27135 1.15304 -2.00528
H 4.22318 -4.64454 -2.31745
H -4.06097 1.53632 -1.28043
H 1.85190 -5.31923 -2.03997
H 1.09470 0.07116 -7.80693
H -0.43726 -1.68818 -8.65148
H 1.22085 0.54506 -5.37781
H -1.33013 0.71023 4.90647
H 0.05061 -3.62742 -2.22569
H -0.18037 3.17782 -1.99243
H -3.23851 -0.99677 4.97207
H 1.54476 2.05851 -0.58586
H -0.08078 1.03468 2.83443
```

Its total charge is -2. Its calculated total energy is -87454.00276 eV. Its spin multiplicity is 2. Its lowest unoccupied orbital energy (spin up / spin down) is 0.1383 / 0.1383 hartree. The value obtained for the gap between HOMO and LUMO (spin up / spin down) is 0.134 / 0.131 hartree. Its expectation value of S² is 0.757. The HOMO energy (spin up / spin down) comes out at 0.0043 / 0.0077 hartree.

---

ORCA calculation (ωB97M-V with the def2-TZVPD basis set) on the molecule C14H21F7INO7S2.

XYZ file:
```
53
C14H21F7INO7S2 ωB97M-V with the def2-TZVPD basis set
I 1.36746 -3.72834 0.11897
S -0.44012 -1.62830 1.99454
S -1.08039 0.34388 -0.23180
F -2.55720 -0.46261 3.01045
F -1.80473 0.09227 5.30848
F 1.11288 -0.59063 5.92756
F -0.89852 0.93164 2.71629
F -0.83831 -1.80723 4.88544
F 1.36194 0.33682 3.99892
F 0.29331 1.35911 5.53245
O -1.03377 0.11073 -1.78590
O -2.36332 -0.08457 0.24548
O 0.77939 -1.96407 2.68273
O -1.46059 -2.60651 1.73988
O -0.60257 1.67257 -0.02135
O 1.80163 0.07816 -1.32594
O 3.60153 1.90813 -0.70042
N -3.45149 -0.25782 -3.26826
C -0.83896 -0.50550 4.58427
C -1.33959 -1.22248 -2.29608
C 0.52488 0.16061 5.01503
C -2.83613 -1.38511 -2.58653
C -4.18957 0.68809 -2.43499
C -0.78645 -2.31834 -1.38524
C 2.83749 2.23201 1.55026
C 0.13467 -0.85037 0.43703
C 1.59202 -1.28719 -1.59866
C 2.72626 2.69629 0.10747
C 0.49540 -1.89455 -0.65132
C 2.13825 0.89772 -2.43522
C 3.26390 1.91081 -2.05948
C -1.24403 -0.31273 3.08440
H -2.92281 -2.27846 -3.22050
H 3.76226 2.57000 2.02259
H 3.00953 3.75202 0.01118
H -4.71474 0.14709 -1.64538
H 0.99708 -0.24280 0.71857
H -4.94360 1.20099 -3.04026
H 1.28346 -1.44346 -2.64076
H 1.98833 2.60755 2.13009
H -3.37439 -1.59212 -1.65723
H -2.77237 0.23633 -3.83153
H -3.56132 1.45286 -1.95951
H 4.17327 1.66232 -2.61591
H -0.81053 -1.26559 -3.25349
H 2.82131 1.13704 1.58233
H 1.23266 1.43114 -2.74568
H 2.50021 0.27806 -3.26125
H -0.56720 -3.19146 -2.00693
H 2.53579 -1.82379 -1.46185
H 1.69447 2.56542 -0.23369
H 2.94778 2.91017 -2.38800
H -1.54450 -2.62582 -0.66126
```

Its calculated total energy is -79471.57289 eV. Its lowest unoccupied orbital energy is -0.0044 hartree. The structure (SMILES) is CCOCCOC[C@]1(I)C[C@@H](CNC)OS(=O)(=O)[C@H]1S(=O)(=O)C(F)(F)C(F)(F)C(F)(F)F. The value obtained for the gap between HOMO and LUMO is 0.328 hartree. Its energy above the lowest of the compared OMol25 structures with the same formula, charge and spin is 0.0 kJ/mol. The HOMO energy comes out at -0.3322 hartree.

---

ORCA calculation (ωB97M-V with the def2-TZVPD basis set) on the molecule C8H12O in a non-equilibrium geometry.

XYZ file:
```
21
C8H12O ωB97M-V with the def2-TZVPD basis set
O 2.45644 1.07512 1.09974
C -0.42831 0.65621 -0.29100
C -0.14388 1.78193 -1.24165
C 0.65325 -0.30648 0.26085
C -1.64177 0.23778 -0.06817
C -2.85992 -0.14347 0.15834
C 0.40749 -0.69887 1.71575
C 0.79763 -1.52886 -0.64703
C 1.88584 0.57626 0.16453
H 0.35109 0.18821 2.34135
H -3.44506 0.27475 0.96425
H -1.07486 2.21000 -1.60818
H 0.96800 -1.23519 -1.68102
H 0.44440 1.45629 -2.09905
H 2.32334 0.61574 -0.85363
H 0.41996 2.55704 -0.72194
H -0.52166 -1.25597 1.80588
H 1.63643 -2.13918 -0.31591
H -0.11257 -2.12308 -0.60545
H 1.23528 -1.30920 2.07202
H -3.35111 -0.88904 -0.44967
```

Its calculated total energy is -10536.07061 eV. Its lowest unoccupied orbital energy is 0.0299 hartree. The structure (SMILES) is C=C=C(C)C(C)(C)C=O. The value obtained for the gap between HOMO and LUMO is 0.372 hartree. Its energy above the lowest of the compared OMol25 structures with the same formula, charge and spin is 182.5 kJ/mol. The HOMO energy comes out at -0.3421 hartree.